1.
{"formula": "C21H44BCl8F4NO6", "method": "the ωB97M-V functional and the def2-TZVPD basis", "elements": ["H", "H", "O", "C", "C", "H", "C", "H", "C", "H", "H", "C", "C", "C", "F", "C", "H", "H", "C", "H", "C", "Cl", "H", "Cl", "H", "C", "C", "C", "C", "O", "H", "H", "F", "C", "H", "H", "Cl", "H", "H", "H", "H", "H", "H", "H", "H", "F", "H", "Cl", "Cl", "H", "H", "H", "H", "H", "H", "H", "H", "C", "H", "C", "Cl", "O", "H", "O", "H", "O", "F", "H", "C", "H", "H", "C", "H", "H", "N", "H", "H", "O", "Cl", "H", "B", "C", "H", "Cl", "C"], "coordinates": [[0.777, -1.138, -0.091], [3.098, -1.219, -4.019], [-8.300, 1.786, 0.549], [0.403, -1.816, -0.861], [4.569, 0.015, 2.236], [4.598, -0.910, 0.300], [2.990, 3.419, 0.390], [3.752, 1.138, -3.218], [3.498, -1.040, -3.016], [-5.724, 2.446, -0.133], [-3.748, 1.040, -0.395], [-7.762, 0.743, 0.310], [4.333, 0.053, 0.748], [-0.260, -3.016, -0.227], [0.962, 0.975, 1.224], [0.702, 2.776, 3.587], [-10.138, -1.431, -0.177], [-4.009, 0.223, 1.173], [2.595, -2.881, -0.652], [2.511, -0.315, -1.137], [-2.278, 1.355, -3.246], [3.914, 4.477, 1.436], [-2.210, 4.402, -0.147], [2.192, 2.616, 4.540], [-10.299, 0.031, 0.769], [4.336, 0.230, -3.076], [1.352, -2.986, -2.825], [-9.765, -0.418, -0.074], [1.946, -4.141, -0.116], [3.582, -0.722, 2.934], [0.863, -3.918, -2.566], [1.574, -0.247, -2.544], [-0.230, 2.808, 0.472], [-5.615, 1.634, 0.587], [2.895, 2.448, 0.861], [-3.560, 1.892, 1.069], [-4.018, 1.586, -3.436], [0.920, -3.170, 1.545], [0.117, -4.681, 1.015], [4.801, 0.363, -2.095], [0.994, 3.110, 2.599], [0.685, -2.348, -3.400], [-1.166, -2.668, 0.269], [-0.613, -3.677, -1.027], [1.716, -4.969, -0.791], [-1.027, 0.703, 0.092], [4.506, 1.018, 2.664], [-1.753, -0.114, -4.110], [-4.257, 5.414, -0.684], [1.381, -2.341, 5.253], [2.742, -2.157, 0.149], [-10.094, 0.182, -0.927], [-5.876, 2.078, 1.548], [3.254, 0.167, 0.595], [-3.274, 3.322, -1.076], [2.023, 3.859, 0.181], [2.640, -4.652, 0.560], [-4.185, 1.128, 0.597], [4.100, -1.928, -2.809], [2.319, -0.874, -2.051], [3.794, 3.150, -1.192], [2.607, -2.556, 3.638], [5.135, 0.187, -3.812], [-6.462, 0.526, 0.294], [2.601, -1.036, 5.072], [4.173, -2.709, 2.080], [0.855, 1.424, -1.023], [5.575, -0.323, 2.502], [0.688, -3.813, 0.693], [1.146, -1.158, 3.995], [-0.184, -1.307, -1.617], [-2.872, 4.326, -1.001], [-1.808, 2.201, -3.730], [0.184, 1.834, 3.453], [1.697, -2.169, -1.618], [4.834, 0.841, 0.190], [2.269, -3.229, -3.353], [-8.372, -0.396, 0.056], [-2.096, 4.717, -2.543], [-1.964, 1.262, -2.211], [0.131, 1.487, 0.178], [1.913, -1.697, 4.557], [3.546, -3.118, -1.123], [-0.389, 3.943, 4.354], [3.522, -2.048, 2.834]], "lowdin_charge": [0.121, 0.109, 0.140, -0.090, -0.188, 0.075, -1.012, 0.054, -0.219, 0.115, 0.041, -0.633, -0.074, -0.150, 0.069, -1.027, 0.092, 0.084, -0.102, 0.100, -1.025, 0.541, 0.024, 0.502, 0.097, -0.099, 0.032, -0.061, -0.158, 0.008, 0.094, 0.133, 0.113, -0.207, -0.006, 0.080, 0.535, 0.110, 0.118, 0.048, -0.008, 0.106, 0.129, 0.112, 0.117, 0.113, 0.116, 0.495, 0.499, 0.096, 0.108, 0.100, 0.129, 0.059, -0.025, 0.025, 0.122, -0.066, 0.105, -0.134, 0.548, 0.007, 0.080, 0.050, 0.097, 0.132, 0.105, 0.135, -0.153, 0.098, 0.115, -1.000, -0.011, 0.025, -0.253, 0.060, 0.104, 0.016, 0.540, 0.009, -1.295, -0.017, 0.137, 0.513, -0.622], "gap_ev": 10.533, "e_lumo_ev": 0.01}

2.
{"formula": "C23H22Cl3N5OsSe", "method": "the ωB97M-V functional and the def2-TZVPD basis", "elements": ["C", "N", "Os", "C", "Se", "H", "H", "C", "C", "C", "C", "C", "H", "C", "Cl", "H", "C", "H", "H", "H", "N", "H", "N", "C", "C", "C", "Cl", "H", "H", "N", "C", "H", "Cl", "C", "H", "C", "H", "C", "C", "C", "H", "H", "H", "H", "C", "H", "C", "N", "H", "C", "C", "H", "C", "H", "H"], "coordinates": [[-1.319, -2.557, 1.725], [1.923, -2.001, 0.512], [0.354, -0.763, -0.394], [1.103, 2.941, -4.888], [2.490, -1.275, -2.904], [1.629, 1.429, 3.147], [1.055, 3.761, -5.591], [0.332, 2.044, -2.740], [2.874, 3.501, -2.190], [3.188, 0.785, 1.086], [2.031, 4.601, -2.137], [1.599, 2.200, 2.376], [0.623, 2.684, 2.430], [0.936, -2.723, 1.276], [-3.644, 1.803, -3.056], [3.516, 1.709, -1.248], [1.883, 1.578, 0.998], [0.432, 3.925, 0.762], [-0.221, 1.455, 0.649], [-0.199, 2.164, -1.804], [-0.223, -2.086, 1.127], [0.498, 5.600, -1.011], [2.681, -0.262, -4.319], [0.346, 3.031, -3.669], [1.151, 4.740, -1.071], [1.106, 0.877, -2.986], [-4.466, 1.706, -0.271], [3.167, 0.120, 1.955], [2.517, -1.440, 1.122], [1.239, -0.174, -2.187], [1.918, 0.805, -4.184], [4.025, 1.464, 1.247], [-4.834, -0.617, -1.981], [0.669, 0.824, 0.535], [2.481, 1.780, -6.041], [-3.831, 0.784, -1.632], [2.050, -4.357, 2.093], [-0.049, -4.364, 2.642], [2.838, 2.545, -1.185], [1.971, 2.684, -0.101], [2.541, -2.631, 0.006], [0.015, -5.267, 3.235], [3.405, 0.215, 0.184], [-2.155, -4.061, 2.992], [1.090, -3.866, 2.010], [3.575, 3.391, -3.008], [-1.261, -3.699, 2.505], [-1.452, -0.073, -0.954], [-2.236, -2.003, 1.573], [1.880, 1.868, -5.147], [-2.496, 0.295, -1.245], [2.073, 5.355, -2.911], [1.118, 3.785, -0.065], [-0.221, 3.934, -3.485], [2.361, 2.945, 2.609]], "nbo_charge": [0.087, -0.803, 0.750, -0.195, 0.968, 0.220, 0.247, -0.289, -0.191, -0.618, -0.195, -0.596, 0.219, 0.336, 0.122, 0.215, -0.212, 0.216, 0.162, 0.233, -0.452, 0.236, -0.528, -0.109, -0.215, 0.263, 0.121, 0.202, 0.439, -0.719, 0.093, 0.260, 0.127, 0.063, 0.257, -0.245, 0.260, -0.090, -0.234, -0.011, 0.421, 0.260, 0.201, 0.264, -0.235, 0.233, -0.217, -0.340, 0.234, -0.174, 0.408, 0.236, -0.170, 0.240, 0.246], "gap_ev": 7.431, "e_lumo_ev": -6.75, "total_charge": 2}

3.
{"formula": "C36H34CrN3P2Se2Te", "method": "the ωB97M-V functional and the def2-TZVPD basis", "elements": ["P", "C", "Cr", "H", "C", "C", "C", "H", "H", "H", "H", "H", "H", "C", "H", "C", "C", "C", "H", "C", "H", "H", "C", "H", "C", "H", "H", "C", "H", "N", "H", "H", "C", "Se", "C", "C", "C", "H", "Te", "N", "H", "C", "C", "H", "H", "C", "H", "H", "H", "H", "C", "C", "C", "C", "C", "H", "C", "N", "C", "C", "P", "C", "H", "C", "H", "H", "C", "C", "H", "C", "H", "C", "H", "H", "C", "H", "C", "Se", "C"], "coordinates": [[-1.159, 2.060, 0.135], [-0.917, 3.223, -1.243], [-2.055, -1.333, -0.543], [-5.435, -8.760, 0.792], [-1.831, 3.249, -2.291], [3.886, 4.027, -1.368], [-3.440, -5.147, 1.685], [2.859, -0.637, 1.616], [-6.646, -7.493, 0.646], [-2.343, -4.568, 3.442], [6.985, -1.200, 2.555], [-0.604, 4.740, 5.071], [4.634, 5.574, -2.645], [1.573, 0.942, -0.191], [0.937, 4.017, -0.474], [-4.435, -6.107, 1.550], [-2.591, -4.868, 0.608], [-3.963, -2.052, -1.090], [-0.638, 1.142, 2.763], [-5.696, -7.852, 0.245], [4.640, -1.980, 2.632], [4.490, 1.644, -4.333], [-2.764, -5.565, -0.590], [-4.089, -4.748, 3.684], [4.404, 4.521, -2.557], [-3.902, -7.046, -1.630], [-2.056, -4.287, -2.160], [-0.708, 4.240, 4.117], [1.356, 5.429, -2.436], [1.959, -0.200, -0.810], [-2.137, -6.008, -2.586], [-5.856, -8.129, -0.797], [6.199, -0.601, 2.116], [2.451, 3.573, 1.696], [-1.901, -5.305, -1.790], [-1.072, 4.347, 1.745], [3.586, 2.676, -1.244], [-3.417, -3.339, 2.835], [-1.048, -3.419, 0.789], [-0.188, -0.308, -0.596], [-4.275, -1.575, -2.036], [-0.950, 4.982, 2.971], [3.876, -0.279, 1.591], [-0.843, -5.381, -1.539], [5.742, 2.316, 0.470], [0.184, 0.881, -0.064], [-2.307, 4.076, -4.206], [-0.412, 2.279, 4.939], [-5.091, -6.302, 2.392], [5.018, 4.050, -4.554], [-0.723, 2.220, 2.826], [-3.775, -6.519, -0.690], [-0.947, 2.968, 1.672], [-1.597, 4.064, -3.390], [5.501, 1.371, 0.940], [-4.718, -1.764, -0.344], [4.325, 2.314, -3.501], [0.898, -0.926, -1.038], [0.229, 4.020, -1.297], [0.458, 4.827, -2.395], [2.903, 2.035, 0.326], [-0.600, 2.858, 4.046], [-2.713, 2.623, -2.243], [-0.455, 4.846, -3.444], [-4.061, -3.134, -1.223], [-0.269, 5.472, -4.307], [4.620, 3.666, -3.624], [4.885, -1.039, 2.161], [-1.036, 6.058, 3.028], [-4.621, -6.807, 0.367], [3.701, 4.683, -0.526], [6.508, 0.606, 1.504], [-1.248, 4.930, 0.851], [7.532, 0.952, 1.467], [-3.321, -4.414, 2.988], [3.574, 0.765, -2.222], [3.812, 1.816, -2.317], [-3.055, 1.081, 0.098], [4.183, 0.927, 0.974]], "lowdin_charge": [0.627, -0.326, 0.074, 0.073, -0.095, -0.133, -0.325, 0.106, 0.071, 0.056, 0.098, 0.100, 0.100, -0.415, 0.024, -0.035, -0.533, -0.322, 0.117, -0.068, 0.105, 0.102, -0.338, 0.064, -0.095, 0.105, 0.058, -0.088, 0.099, -0.007, 0.066, 0.066, -0.092, 0.373, -0.112, -0.109, -0.346, 0.057, 0.815, -0.175, -0.042, -0.090, -0.072, 0.049, 0.106, -0.396, 0.102, 0.106, 0.107, 0.098, -0.108, -0.032, -0.405, -0.081, -0.091, -0.043, -0.076, -0.031, -0.099, -0.070, 0.559, -0.082, 0.060, -0.082, -0.050, 0.099, -0.091, -0.074, 0.101, -0.288, 0.051, -0.088, 0.107, 0.099, -0.118, 0.094, -0.068, 0.445, -0.349], "gap_ev": [5.893, 6.255], "multiplicity": 5, "e_lumo_ev": [2.20, 2.20], "total_charge": -1}

4.
{"formula": "C24H50O22Zn", "method": "the ωB97M-V functional and the def2-TZVPD basis", "elements": ["H", "H", "H", "H", "H", "H", "C", "O", "H", "O", "H", "C", "H", "H", "C", "H", "O", "O", "O", "H", "C", "O", "H", "H", "C", "H", "H", "C", "C", "H", "H", "C", "H", "C", "H", "O", "O", "O", "C", "H", "H", "O", "H", "O", "H", "H", "H", "H", "H", "C", "O", "O", "Zn", "O", "O", "O", "H", "H", "H", "C", "H", "H", "C", "C", "H", "H", "H", "H", "H", "H", "C", "C", "H", "H", "H", "C", "C", "H", "H", "C", "O", "O", "O", "O", "H", "H", "H", "H", "O", "H", "H", "C", "C", "C", "O", "C", "C"], "coordinates": [[0.019, 0.734, -3.514], [1.417, -3.107, 5.599], [1.788, 3.983, 0.032], [-2.559, 8.700, 2.034], [3.787, 0.177, 2.335], [5.211, -0.021, 0.312], [-1.108, -2.542, 0.892], [-4.783, 0.448, -1.856], [1.639, -3.396, -1.683], [3.569, 3.344, -0.891], [1.602, 1.121, -4.324], [0.684, 0.533, -4.354], [1.660, 3.387, -1.688], [0.185, 0.798, -5.286], [-6.321, -0.048, -3.975], [-0.718, 3.326, 0.208], [-0.319, 0.797, -0.676], [0.986, 0.675, 1.979], [-5.325, 0.915, -4.057], [-7.056, 0.366, -3.285], [2.430, -2.704, 5.603], [1.066, -0.816, -4.329], [-3.211, -1.949, -4.328], [-3.863, -4.852, -1.062], [0.439, -4.177, 1.570], [-1.087, -1.355, 3.156], [-0.952, 1.401, -1.111], [-0.863, 3.492, 1.275], [3.359, -3.359, 4.636], [2.457, -1.651, 5.323], [6.506, 0.294, -0.821], [3.579, 0.964, 3.061], [0.944, -3.530, 2.286], [2.463, -3.435, -2.395], [-3.985, -0.953, 0.826], [-4.937, -3.260, -2.744], [2.474, -1.465, 0.646], [-1.954, 5.628, -0.317], [-1.514, 5.767, 0.856], [-6.972, -0.089, -4.849], [2.699, -4.417, -2.805], [0.310, -0.014, 4.087], [4.853, -0.313, -1.360], [-0.248, -1.735, 0.547], [-3.212, 7.753, 0.700], [2.690, -2.187, 1.268], [-2.404, -0.113, 0.626], [-2.236, -1.869, -2.884], [2.822, -2.732, 6.619], [-1.004, -0.428, 3.722], [3.059, -4.439, 4.140], [-0.788, 4.872, 1.573], [1.132, -0.296, -0.123], [-3.623, 1.959, -3.294], [5.042, 1.704, -0.750], [1.602, -0.854, -2.073], [4.459, 0.949, 3.703], [-1.677, 8.644, 0.446], [2.453, 4.890, -1.284], [-2.534, 2.285, -2.431], [-2.512, -3.672, -0.964], [5.372, -3.370, 4.024], [5.424, 0.336, -0.696], [4.547, -2.659, 4.075], [-5.994, -1.031, -3.636], [4.301, -2.305, 3.074], [4.797, -1.736, 4.598], [0.569, -5.193, 1.942], [-2.429, -4.971, -2.116], [3.385, 1.904, 2.543], [3.674, 2.047, -0.711], [-2.779, -2.556, -3.533], [-1.525, -0.618, 4.661], [0.914, -4.055, 0.597], [-1.838, 3.145, 1.616], [1.136, 0.577, 3.198], [-3.121, -4.287, -1.626], [-1.717, 1.685, -2.830], [3.336, -2.982, -1.924], [2.280, 3.872, -0.935], [2.413, 0.686, 3.813], [-1.684, 6.896, 1.577], [-0.911, -3.705, 1.330], [2.678, 1.331, -0.574], [-0.140, 2.943, 1.878], [-2.755, 2.041, -1.391], [-2.994, -0.993, -0.662], [-2.115, -3.265, -4.028], [1.996, -2.620, -3.500], [-1.568, 0.385, 3.265], [-2.459, 3.368, -2.337], [-3.727, -3.436, -2.702], [-2.289, 8.099, 1.165], [1.545, -1.357, -3.185], [-2.383, -2.239, 0.995], [-2.973, -1.021, 0.427], [-4.583, 0.958, -2.942]], "lowdin_charge": [0.071, 0.089, 0.097, 0.096, 0.064, 0.078, -0.677, 0.125, 0.081, 0.022, 0.104, -0.034, 0.105, 0.102, -0.073, 0.076, -0.357, 0.075, 0.003, 0.098, -0.009, 0.004, 0.080, 0.097, 0.031, 0.087, -0.085, -0.045, -0.494, 0.068, 0.096, -0.058, 0.087, -0.010, 0.102, 0.050, -0.371, 0.065, -0.503, 0.098, 0.098, 0.001, 0.093, 0.063, 0.094, -0.053, 0.075, 0.075, 0.091, -0.009, 0.035, -0.020, 0.562, -0.042, -0.020, 0.081, 0.095, 0.099, 0.101, -0.052, 0.063, 0.093, -0.046, -0.014, 0.086, 0.076, 0.078, 0.104, 0.087, 0.098, -0.479, -0.008, 0.099, 0.087, 0.103, -0.436, -0.006, 0.072, 0.092, -0.039, -0.050, -0.028, 0.053, 0.081, 0.082, 0.083, 0.069, 0.079, -0.017, 0.101, 0.100, -0.463, -0.044, -0.475, 0.001, 0.008, -0.492], "gap_ev": 8.815, "e_lumo_ev": 0.48}

5.
{"formula": "C12H14N2PSSn", "method": "the ωB97M-V functional and the def2-TZVPD basis", "elements": ["Sn", "C", "C", "H", "H", "C", "H", "H", "H", "H", "C", "H", "N", "C", "H", "S", "C", "H", "H", "P", "C", "C", "C", "N", "C", "H", "H", "C", "H", "H", "C"], "coordinates": [[-1.389, 0.126, -1.822], [0.480, -0.417, 4.294], [0.215, -1.608, -2.578], [-2.060, 0.568, 1.486], [0.063, 1.311, -4.258], [0.795, -0.366, -2.925], [3.501, -1.071, 0.007], [-2.018, -0.335, -4.779], [0.647, 2.599, -0.039], [-1.022, 0.243, 5.696], [-1.249, -0.505, -4.023], [-1.738, -2.571, -3.258], [2.570, -0.839, -0.339], [-0.767, 0.111, 4.644], [0.687, -2.390, -1.977], [2.349, -0.966, 2.278], [0.800, -0.544, 2.947], [-2.631, 0.913, 3.925], [-1.461, 3.318, 0.044], [-0.532, 2.687, -0.843], [-1.073, -1.706, -3.229], [-1.370, 0.290, 2.284], [-0.122, -0.238, 1.909], [0.387, -0.404, 0.613], [1.657, -0.769, 0.667], [-0.239, 3.751, -1.754], [1.789, -0.020, -2.652], [-0.126, 0.358, -3.767], [1.217, -0.725, 5.033], [2.311, -1.278, -1.219], [-1.674, 0.477, 3.637]], "nbo_charge": [-0.025, -0.215, -0.393, 0.243, 0.241, -0.364, 0.378, 0.257, -0.090, 0.206, -0.355, 0.239, -0.811, -0.246, 0.211, 0.242, -0.257, 0.213, 0.020, -0.001, -0.417, -0.253, 0.206, -0.507, 0.267, 0.005, 0.220, -0.407, 0.207, 0.403, -0.220], "gap_ev": [1.869, 1.903], "e_lumo_ev": [2.35, 2.36], "total_charge": -1}

6.
{"formula": "C8H8BF4N3OsS2", "method": "the ωB97M-V functional and the def2-TZVPD basis", "elements": ["C", "H", "N", "H", "N", "N", "C", "S", "H", "C", "H", "H", "H", "C", "F", "H", "C", "C", "F", "B", "F", "Os", "C", "F", "H", "S", "C"], "coordinates": [[1.006, -4.425, -1.082], [1.919, -1.322, -2.112], [0.690, -1.730, -0.506], [-0.915, 3.364, 4.392], [-1.425, -0.351, 2.518], [-0.735, -0.860, 1.484], [-0.700, -2.170, 1.360], [-0.466, 1.972, 1.446], [-1.234, -2.795, 2.068], [1.443, -2.104, -1.532], [2.242, -3.721, -2.692], [1.130, -5.475, -1.311], [-1.936, 3.830, 2.984], [0.075, -2.684, 0.268], [1.265, 1.157, -1.180], [-0.280, -4.761, 0.632], [-1.368, 0.994, 2.549], [-1.906, 3.310, 3.941], [1.699, 1.510, -4.142], [2.778, 1.383, -3.406], [3.459, 2.417, -2.989], [0.277, 0.256, 0.115], [1.620, -3.460, -1.847], [3.160, 0.155, -3.050], [-2.646, 3.744, 4.611], [-2.362, 1.593, 3.779], [0.214, -4.031, 0.004]], "nbo_charge": [-0.109, 0.273, -0.519, 0.291, -0.133, -0.358, 0.221, 0.093, 0.268, 0.128, 0.278, 0.273, 0.284, 0.072, -0.518, 0.267, -0.220, -0.804, -0.483, 1.478, -0.473, 1.321, -0.159, -0.518, 0.295, 0.855, -0.104], "gap_ev": [7.516, 5.548], "multiplicity": 5, "e_lumo_ev": [-9.10, -11.17], "total_charge": 2}

no.,molecular weight (Da),energy (a.u.)
1,777.01,-5438.86126
2,744.01,-5035.51281
3,908.15,-8354.68018
4,756.03,-4379.00769
5,368.01,-1528.84398
6,487.34,-1784.77418